Molecular formula: C3H4Br2O
Method: DFT, ωB97M-V/def2-TZVPD

Last column: Löwdin charge in e.
Element x y z (Å)
C: 1.04 -0.71 -0.58  -0.019
C: 1.13 -0.03 0.55  -0.324
C: -3.04 0.27 0.65  -1.100
O: 1.53 1.25 0.68  -0.016
Br: -2.05 1.44 -0.35  0.584
Br: -3.24 -1.39 -0.13  0.557
H: 1.30 -0.26 -1.53  0.056
H: 0.72 -1.73 -0.59  0.046
H: 0.88 -0.46 1.51  0.114
H: 1.74 1.61 -0.19  0.103

## Properties
Net charge   0
Energy relative to the best compared isomer or geometry (same formula, charge and spin)   71.5 kcal/mol
Gap between HOMO and LUMO   0.291 hartree
LUMO level   -0.0423 Ha

=====

Molecular formula: C13H9AuBr2NO6
Method: DFT, ωB97M-V/def2-TZVPD

Last column: Löwdin spin population.
Element x y z (Å)
Au: -2.78 -0.99 0.35  0.016
O: -0.82 -3.90 2.64  0.000
C: -1.23 -2.74 2.19  0.000
O: -2.23 -2.66 1.49  0.002
C: -0.33 -1.62 2.63  0.000
O: -1.00 -0.39 2.52  0.001
C: -0.13 0.72 2.64  0.000
C: 0.53 1.12 1.33  0.003
O: 1.47 1.84 1.24  0.007
O: -0.12 0.58 0.24  0.040
H: -1.40 -4.61 2.31  0.000
H: 0.55 -1.68 1.96  0.000
H: -0.01 -1.82 3.65  0.000
H: 0.66 0.55 3.37  0.000
H: -0.73 1.56 2.99  0.000
Br: -2.93 3.99 -0.94  0.152
C: -1.68 2.64 -1.33  0.315
C: -0.42 3.00 -1.79  -0.002
C: 0.67 2.21 -2.15  0.269
Br: 1.96 3.19 -3.11  0.088
C: 1.00 0.81 -1.91  0.024
C: 1.80 0.12 -2.84  0.033
C: 2.18 -1.19 -2.62  -0.004
C: 1.77 -1.81 -1.46  0.040
N: 1.02 -1.18 -0.55  -0.004
C: 0.66 0.06 -0.78  0.045
C: -2.06 1.30 -1.10  0.637
O: -3.09 0.79 -0.71  0.338
H: -0.29 4.06 -1.96  -0.004
H: 2.11 0.62 -3.74  0.001
H: 2.79 -1.72 -3.35  -0.001
H: 2.05 -2.83 -1.23  0.002

## Properties
Net charge   +1
Expectation value of S²   2.038
Gap between HOMO and LUMO (alpha / beta)   0.292 / 0.269 hartree
Spin multiplicity   3
LUMO level (alpha / beta)   -0.1306 / -0.2030 Ha

=====

Molecular formula: CH6FN4
Method: DFT, ωB97M-V/def2-TZVPD

Last column: Löwdin charge in e.
Element x y z (Å)
C: -1.11 -0.48 -0.32  -0.254
N: 1.27 2.11 0.57  0.202
N: 0.16 2.37 0.09  0.267
N: -1.69 -1.58 -0.15  -0.036
N: -1.16 -2.76 -0.17  0.033
F: 0.25 -0.35 -0.46  -0.045
H: -1.62 0.46 -0.35  0.089
H: 2.18 2.32 0.14  0.191
H: 1.28 1.64 1.48  0.182
H: -1.76 -3.52 0.11  0.112
H: 0.18 2.85 -0.81  0.148
H: -0.21 -2.94 -0.47  0.113

## Properties
Net charge   +1
Energy relative to the best compared isomer or geometry (same formula, charge and spin)   31.4 kcal/mol
Gap between HOMO and LUMO   0.167 hartree
LUMO level   -0.2714 Ha

=====

Molecular formula: ClFeH12O6
Method: DFT, ωB97M-V/def2-TZVPD

Last column: Löwdin spin population.
Element x y z (Å)
Fe: -22.19 -36.17 31.00  4.656
Cl: -20.97 -38.04 29.67  0.160
O: -17.86 -39.32 31.19  0.002
H: -17.99 -39.94 31.91  0.000
H: -18.74 -39.15 30.86  0.001
O: -20.37 -41.35 28.86  0.003
H: -20.60 -41.99 29.54  0.000
H: -20.57 -40.50 29.25  0.002
O: -21.65 -39.98 32.35  0.004
H: -21.40 -39.37 31.66  0.000
H: -20.82 -40.23 32.76  0.001
O: -20.90 -36.93 32.60  0.151
H: -20.67 -36.56 33.45  0.008
H: -20.35 -37.71 32.52  0.004
O: -17.89 -36.13 29.70  0.003
H: -18.20 -36.18 28.79  0.000
H: -18.39 -36.82 30.15  0.000
O: -20.66 -38.56 26.53  0.002
H: -19.77 -38.22 26.55  0.000
H: -21.04 -38.28 27.37  0.001

## Properties
Net charge   0
Expectation value of S²   8.754
Gap between HOMO and LUMO (alpha / beta)   0.291 / 0.321 hartree
Spin multiplicity   6
LUMO level (alpha / beta)   -0.0178 / -0.0742 Ha

=====

Molecular formula: C4H8N2S
Method: DFT, ωB97M-V/def2-TZVPD

Last column: Löwdin charge in e.
Element x y z (Å)
C: 1.63 -1.50 0.70  -0.463
C: 0.28 0.74 -0.09  -0.618
C: 0.45 2.04 0.34  -0.029
C: -0.96 -0.02 -0.21  -0.225
H: 1.21 -2.36 -0.04  0.037
H: 2.81 -1.78 0.84  0.047
H: 0.76 -1.28 1.73  0.157
H: -0.46 2.67 0.47  0.069
H: 1.45 2.27 0.78  0.055
H: -1.02 -0.90 -0.86  0.095
H: -4.01 -0.69 0.26  0.113
H: -2.71 -1.63 -0.41  0.140
N: -2.16 0.25 0.27  -0.050
N: -3.06 -0.60 -0.20  -0.079
S: 1.88 -0.08 -0.48  0.751

## Properties
Net charge   0
Energy relative to the best compared isomer or geometry (same formula, charge and spin)   115.0 kcal/mol
Gap between HOMO and LUMO   0.310 hartree
LUMO level   0.0097 Ha

=====

Molecular formula: C2HCl3O2S
Method: DFT, ωB97M-V/def2-TZVPD

Last column: Löwdin charge in e.
Element x y z (Å)
C: 0.25 0.23 -0.62  -0.429
C: -0.89 -0.65 -0.27  -1.515
O: 2.17 1.74 0.26  -0.277
O: 0.23 1.36 1.68  -0.329
S: 1.10 0.92 0.62  0.695
Cl: -1.22 -1.88 -1.57  0.560
Cl: -0.44 -1.70 1.37  0.422
Cl: -2.22 0.39 0.13  0.662
H: 1.01 -0.44 -1.60  0.209

## Properties
Net charge   0
Energy relative to the best compared isomer or geometry (same formula, charge and spin)   69.1 kcal/mol
Gap between HOMO and LUMO (alpha / beta)   0.294 / 0.294 hartree
LUMO level (alpha / beta)   -0.0877 / -0.0877 Ha